one) Molecular formula: CF2NO2
Method: DFT, the ωB97M-V functional and the def2-TZVPD basis

- HOMO level: -1.0708 eV

Structure (ORCA input):
```
! RIJCOSX wB97M-V def2-TZVPD def2/J DEFGRID3
* xyz -1 1
C 2.17 0.07 0.05
N -1.72 0.29 0.01
O 2.35 -0.95 0.58
O 2.03 1.10 -0.46
F -1.83 -0.95 -0.72
F -3.01 0.43 0.54
*
```

two) Molecular formula: CF2NO2
Method: DFT, the ωB97M-V functional and the def2-TZVPD basis

- HOMO level: -1.5660 eV

Structure (ORCA input):
```
! RIJCOSX wB97M-V def2-TZVPD def2/J DEFGRID3
* xyz -1 1
C 1.67 -0.46 -0.54
N -1.42 1.02 0.55
O 1.62 -0.78 -1.66
O 1.94 -0.25 0.56
F -2.53 0.64 1.42
F -1.28 -0.17 -0.33
*
```

Energetically preferred structure: two) | next structure: +10.7 kJ/mol

one) Molecular formula: C8H14NP
Method: DFT, the ωB97M-V functional and the def2-TZVPD basis

- HOMO level (spin up / spin down): -7.8776 / -7.8784 eV

Structure (ORCA input):
```
! RIJCOSX wB97M-V def2-TZVPD def2/J DEFGRID3
* xyz 0 1
C 2.57 -0.32 -0.53
C 2.83 0.99 -0.44
C 1.49 -0.95 0.01
C 1.88 1.97 0.23
C 0.43 1.60 0.10
C -3.19 -1.16 -0.38
C -1.82 -0.47 -0.54
C -1.01 -0.34 0.84
N 0.25 0.29 0.77
P 1.41 -2.64 0.09
H 3.44 -0.77 -1.02
H 3.85 1.48 -0.79
H 2.32 2.10 1.30
H 1.86 3.07 -0.04
H -0.28 2.18 0.64
H -0.04 1.53 -0.83
H -3.48 -1.35 -1.41
H -3.01 -2.12 0.31
H -4.01 -0.62 0.19
H -1.90 0.61 -0.73
H -1.39 -1.06 -1.38
H -1.72 0.19 1.52
H -0.96 -1.42 0.98
H 0.49 -2.79 1.12
*
```

two) Molecular formula: C8H14NP
Method: DFT, the ωB97M-V functional and the def2-TZVPD basis

- Structure (SMILES): CC/N=C/C=C\C#P(C)C
- HOMO level (spin up / spin down): -6.7477 / -6.7485 eV

Structure (ORCA input):
```
! RIJCOSX wB97M-V def2-TZVPD def2/J DEFGRID3
* xyz 0 1
C -1.03 2.48 -0.33
C 0.38 2.20 -0.42
C -2.01 1.53 0.01
C 1.01 1.05 -0.20
C -3.13 -1.54 -0.61
C 2.62 -0.41 1.73
C 3.10 -0.81 -1.05
C -2.15 -0.91 0.53
N -1.53 0.31 0.18
P 1.55 -0.50 0.07
H -1.37 3.49 -0.60
H 1.12 2.99 -0.55
H -3.04 1.82 0.00
H -2.54 -1.30 -1.67
H -4.12 -1.00 -0.73
H -3.23 -2.62 -0.44
H 2.88 -1.51 1.61
H 2.00 -0.24 2.53
H 3.57 0.09 1.61
H 3.21 0.05 -1.73
H 2.84 -1.70 -1.80
H 3.98 -1.04 -0.35
H -1.41 -1.68 0.79
H -2.70 -0.74 1.41
*
```

Energetically preferred structure: one) | next structure: +39.4 kJ/mol

one) Molecular formula: C2H4O4S
Method: DFT, the ωB97M-V functional and the def2-TZVPD basis

- HOMO level: -10.6405 eV

Structure (ORCA input):
```
! RIJCOSX wB97M-V def2-TZVPD def2/J DEFGRID3
* xyz 0 1
C -0.07 -0.61 -0.96
C -0.13 0.79 -1.02
O -0.93 0.35 1.39
O 0.26 -1.40 2.55
O 0.09 -1.35 -0.02
O 1.47 0.34 1.42
S 0.28 -0.38 1.56
H -0.42 -1.26 -1.85
H 0.59 1.16 -0.24
H -1.09 1.17 -0.84
H -0.05 1.20 -1.98
*
```

two) Molecular formula: C2H4O4S
Method: DFT, the ωB97M-V functional and the def2-TZVPD basis

- HOMO level: -9.6682 eV

Structure (ORCA input):
```
! RIJCOSX wB97M-V def2-TZVPD def2/J DEFGRID3
* xyz 0 1
C 1.67 0.72 -1.97
C 2.26 0.64 -0.95
O 0.57 -0.83 1.40
O 0.10 -2.58 -0.22
O -1.92 0.46 0.80
O -3.20 -0.16 1.08
S 1.07 -1.67 0.34
H 1.03 0.53 -2.79
H -3.85 0.64 0.81
H 2.87 0.55 -0.17
H -1.40 -0.13 1.39
*
```

Energetically preferred structure: one) | next structure: +360.5 kJ/mol